Entry 1:
{"formula": "C4H10N2O", "method": "wB97M-V/def2-TZVPD", "lumo_ev": 0.610, "homo_lumo_gap_ev": 8.8, "de_lowest_kj_mol": 576.0, "homo_energy_ev": -8.238, "elements": ["C", "C", "N", "C", "N", "C", "O", "H", "H", "H", "H", "H", "H", "H", "H", "H", "H"], "coordinates": [[-0.558134, 1.477052, -0.181452], [0.686934, -0.604679, 1.628160], [1.040636, -0.457735, 0.221524], [0.218310, -0.185174, -0.747221], [-1.765272, 1.233798, 0.460640], [-0.103132, -0.542097, -1.981974], [1.616388, -2.106956, -0.196589], [2.421629, -1.882712, -0.688971], [-1.976528, 1.755098, 1.301371], [-2.458784, 0.747394, -0.094886], [-0.664472, 1.934139, -1.161653], [0.181681, 1.995849, 0.419907], [0.819947, 0.357492, 2.134947], [1.376758, -1.308657, 2.092751], [-0.330059, -0.981120, 1.759379], [0.252727, -1.489980, -2.365193], [-0.758629, 0.058289, -2.600741]], "forces_ev_per_angstrom": [[1.259, -2.506, -1.520], [-0.308, -0.145, -0.100], [3.022, -4.012, 0.296], [-2.952, 4.716, -0.018], [-0.083, -0.183, 0.432], [0.241, -0.702, 0.199], [-0.682, 2.336, 0.823], [-0.189, 0.160, 0.168], [-0.336, -0.450, -0.456], [-0.082, 0.508, 0.644], [0.233, 0.063, -0.174], [-0.077, -0.047, 0.060], [-0.160, -0.068, -0.201], [0.036, 0.114, -0.290], [0.014, 0.129, 0.049], [-0.022, 0.041, -0.088], [0.087, 0.045, 0.179]]}


Entry 2:
{"formula": "H8O4", "method": "wB97M-V/def2-TZVPD", "lumo_ev": -0.204, "homo_lumo_gap_ev": 9.3, "de_lowest_kj_mol": 375.6, "homo_energy_ev": -9.537, "elements": ["O", "H", "H", "O", "H", "H", "O", "H", "H", "O", "H", "H"], "coordinates": [[8.438290, 6.455807, 20.060322], [8.323767, 7.342791, 20.401449], [7.962273, 5.898555, 20.676039], [8.504862, 8.472695, 20.826883], [7.970394, 9.088576, 21.328137], [9.294436, 8.965979, 20.604425], [10.284758, 5.568637, 19.466970], [10.287411, 4.970387, 20.214178], [9.504180, 6.107874, 19.594050], [6.507680, 8.367429, 19.520677], [6.920498, 7.785082, 18.882956], [7.225550, 8.650635, 20.086979]], "forces_ev_per_angstrom": [[-4.930, -1.365, 0.355], [-0.228, -0.981, -0.153], [-0.065, -0.505, -0.174], [1.906, 4.989, 3.003], [-0.032, 0.309, 0.890], [0.650, 0.018, -0.213], [4.710, -2.245, -1.481], [0.170, -0.078, 0.017], [0.324, -0.244, -0.237], [-1.634, 0.450, -0.501], [0.017, -0.229, -0.121], [-0.890, -0.119, -1.386]]}